(1)
Below is a molecular structure, C60H124F36N15O33S12 at a distorted geometry, with properties calculated with the ωB97M-V functional and the def2-TZVPD basis.

Geometry as XYZ:
```
280
Properties=species:S:1:pos:R:3
C -2.378 8.611 0.919
C -1.666 7.500 1.674
C -2.651 6.925 2.668
C -3.703 5.864 2.172
C -2.993 4.735 1.339
C -2.250 5.325 0.103
N -1.223 6.417 0.650
O -0.056 6.662 0.005
C -3.242 5.972 -0.933
C -1.399 4.182 -0.510
C -0.439 8.018 2.415
H -3.437 8.377 0.811
H -1.796 8.859 0.032
H -2.406 9.498 1.552
H -3.232 7.765 3.050
H -1.995 6.599 3.475
H -4.464 6.443 1.650
H -4.281 5.445 2.996
H -3.693 3.984 0.974
H -2.310 4.192 1.993
H -2.942 5.939 -1.980
H -3.486 7.024 -0.790
H -4.245 5.551 -0.866
H -0.584 3.729 0.054
H -0.802 4.529 -1.354
H -2.051 3.446 -0.982
H -0.754 8.660 3.237
H 0.219 8.654 1.822
H 0.138 7.235 2.906
C -3.543 -5.466 6.099
C -3.870 -4.438 4.916
C -4.248 -5.209 3.579
C -5.660 -5.833 3.600
C -6.622 -4.699 3.696
C -6.467 -3.793 4.923
N -4.976 -3.430 5.145
O -4.789 -2.462 6.194
C -7.092 -4.479 6.189
C -7.346 -2.468 4.526
C -2.604 -3.637 4.548
H -3.110 -4.994 6.981
H -2.863 -6.255 5.779
H -4.404 -6.003 6.499
H -3.593 -6.070 3.450
H -4.032 -4.590 2.708
H -5.708 -6.384 4.539
H -5.951 -6.446 2.748
H -7.569 -5.239 3.674
H -6.461 -4.087 2.809
H -6.892 -3.775 6.997
H -6.679 -5.448 6.466
H -8.172 -4.379 6.080
H -7.039 -1.828 3.698
H -7.320 -1.816 5.399
H -8.389 -2.736 4.358
H -2.158 -3.175 5.428
H -2.706 -2.920 3.733
H -1.781 -4.279 4.235
C -1.148 -7.182 -3.338
N -1.790 -7.051 -4.723
C -3.184 -6.347 -4.641
C -0.740 -6.204 -5.534
C -1.892 -8.514 -5.185
C -2.502 -8.663 -6.587
O -3.956 -8.639 -6.639
H -1.678 -7.888 -2.698
H -1.225 -6.172 -2.936
H -0.148 -7.506 -3.626
H -2.944 -5.376 -4.207
H -3.843 -6.890 -3.963
H -3.652 -6.275 -5.623
H -0.711 -5.206 -5.097
H -1.086 -6.155 -6.567
H 0.188 -6.775 -5.507
H -2.419 -9.051 -4.396
H -0.944 -9.049 -5.226
H -2.267 -9.636 -7.020
H -2.009 -7.903 -7.192
H -4.222 -8.913 -7.520
C 1.772 0.542 -0.317
N 0.460 -0.149 -0.794
C -0.741 0.779 -0.735
C 0.735 -0.633 -2.287
C 0.145 -1.292 0.221
C 0.595 -2.708 -0.160
O 1.962 -2.714 -0.470
H 2.132 1.143 -1.151
H 2.491 -0.241 -0.076
H 1.584 1.228 0.509
H -0.873 1.081 0.304
H -1.539 0.259 -1.265
H -0.501 1.629 -1.373
H 0.782 0.197 -2.992
H 0.010 -1.342 -2.689
H 1.711 -1.099 -2.153
H -0.934 -1.202 0.344
H 0.559 -1.067 1.204
H 0.128 -3.031 -1.091
H 0.428 -3.397 0.668
H 2.273 -3.465 -0.981
C 0.530 4.274 7.224
C 1.403 4.599 6.042
C 2.638 5.408 6.507
O 3.409 4.620 7.459
C 4.081 5.442 8.470
N 1.916 3.298 5.530
H 2.257 2.739 6.300
H 1.244 2.719 5.047
H 2.691 3.377 4.888
H -0.280 3.625 6.894
H 0.167 5.175 7.720
H 1.177 3.713 7.899
H 0.932 5.032 5.159
H 2.373 6.410 6.844
H 3.313 5.494 5.655
H 4.970 5.926 8.068
H 4.379 4.842 9.330
H 3.389 6.115 8.977
C 6.787 1.618 -2.947
C 5.300 1.354 -2.903
C 4.458 2.616 -3.212
O 3.072 2.303 -3.103
C 2.216 3.402 -3.292
N 5.069 0.241 -3.923
H 4.066 0.148 -3.852
H 5.461 0.527 -4.809
H 5.524 -0.655 -3.815
H 7.097 1.647 -3.992
H 7.422 0.895 -2.436
H 7.027 2.457 -2.294
H 4.972 0.944 -1.948
H 4.656 3.041 -4.196
H 4.760 3.321 -2.438
H 2.365 3.815 -4.289
H 2.425 4.207 -2.587
H 1.144 3.212 -3.252
C 4.294 -3.744 2.387
C 4.638 -2.671 1.298
C 5.790 -1.741 1.908
O 6.101 -0.764 0.861
C 7.091 0.173 1.320
N 5.047 -3.340 -0.096
H 4.208 -3.680 -0.544
H 5.254 -2.494 -0.607
H 5.794 -4.017 -0.160
H 3.718 -4.579 1.989
H 3.730 -3.327 3.221
H 5.237 -4.125 2.779
H 3.744 -2.072 1.121
H 6.648 -2.380 2.119
H 5.504 -1.331 2.876
H 7.488 0.899 0.610
H 7.960 -0.470 1.458
H 6.703 0.690 2.198
C 2.630 4.109 -9.425
C 1.796 3.168 -8.646
C 2.199 1.682 -8.675
O 1.631 0.882 -7.613
C 2.295 -0.325 -7.292
N 1.791 3.691 -7.203
H 2.682 3.531 -6.757
H 1.478 4.641 -7.064
H 1.139 3.117 -6.687
H 2.154 5.068 -9.629
H 2.747 3.690 -10.424
H 3.669 4.306 -9.161
H 0.742 3.263 -8.908
H 3.271 1.789 -8.510
H 2.119 1.122 -9.607
H 2.058 -1.009 -8.107
H 1.809 -0.810 -6.446
H 3.356 -0.127 -7.139
C -3.187 0.042 -3.650
C -4.256 0.648 -2.689
C -4.484 2.108 -3.004
O -5.383 2.686 -2.103
C -6.288 3.654 -2.641
N -5.522 -0.195 -2.659
H -6.351 0.351 -2.470
H -5.785 -0.785 -3.435
H -5.429 -0.806 -1.860
H -2.205 0.514 -3.649
H -3.521 0.315 -4.651
H -3.107 -1.045 -3.659
H -3.967 0.376 -1.674
H -4.706 2.212 -4.066
H -3.508 2.592 -2.998
H -5.610 4.471 -2.888
H -6.895 3.956 -1.788
H -6.879 3.319 -3.493
C 2.475 -3.005 -4.446
F 1.316 -3.233 -3.821
F 2.278 -3.406 -5.717
F 2.882 -1.739 -4.234
S 3.830 -4.029 -3.566
O 4.248 -5.061 -4.492
O 4.854 -3.063 -3.342
N 3.029 -4.362 -2.058
S 2.883 -5.855 -2.144
O 2.070 -6.314 -3.268
O 4.178 -6.527 -2.059
C 1.885 -6.467 -0.617
F 2.455 -6.113 0.434
F 0.606 -6.125 -0.640
F 1.985 -7.794 -0.571
C -4.569 -4.672 -0.942
F -5.309 -4.968 0.202
F -3.667 -5.516 -1.339
F -5.379 -4.403 -1.907
S -3.591 -3.068 -0.524
O -2.824 -3.341 0.685
O -2.717 -2.778 -1.671
N -4.770 -1.790 -0.415
S -4.468 -1.268 1.019
O -4.897 -2.187 2.081
O -3.156 -0.703 1.268
C -5.728 0.211 1.247
F -5.404 1.261 0.529
F -6.992 -0.274 0.946
F -5.684 0.614 2.524
C 2.746 7.290 -5.938
F 3.059 6.563 -6.992
F 3.146 6.592 -4.854
F 3.293 8.539 -6.006
S 0.796 7.517 -5.856
O 0.375 8.082 -4.573
O 0.452 8.446 -6.952
N 0.298 5.835 -6.162
S -0.803 5.663 -5.083
O -0.296 5.395 -3.706
O -1.942 6.535 -5.209
C -1.518 3.895 -5.607
F -0.666 2.944 -5.102
F -2.759 3.795 -5.028
F -1.594 3.805 -6.916
C 2.005 -6.125 4.645
F 1.879 -5.006 3.825
F 0.866 -6.834 4.646
F 3.000 -6.805 4.096
S 2.508 -5.573 6.521
O 3.988 -5.516 6.512
O 1.849 -4.266 6.861
N 2.316 -6.975 7.481
S 0.877 -6.613 8.054
O 0.817 -5.754 9.251
O -0.077 -6.290 7.064
C 0.391 -8.414 8.654
F 1.324 -8.787 9.596
F -0.735 -8.327 9.315
F 0.411 -9.226 7.602
C 2.736 -0.586 5.271
F 3.113 -1.841 5.107
F 2.084 -0.359 6.435
F 3.753 0.238 5.127
S 1.344 -0.298 3.838
O 2.170 0.127 2.706
O 0.565 -1.536 3.639
N 0.531 1.042 4.560
S -0.908 0.761 4.093
O -1.122 0.873 2.644
O -1.691 -0.242 4.785
C -1.900 2.343 4.683
F -2.035 2.334 6.003
F -1.256 3.482 4.309
F -3.106 2.291 4.221
C 1.983 4.205 1.641
F 1.121 3.202 1.900
F 1.893 4.551 0.350
F 1.808 5.246 2.438
S 3.837 3.676 1.981
O 3.775 3.302 3.398
O 4.128 2.509 1.082
N 4.799 5.142 1.734
S 5.590 4.874 0.406
O 6.601 3.830 0.501
O 4.730 4.971 -0.794
C 6.578 6.562 0.317
F 5.749 7.600 0.176
F 7.224 6.729 1.484
F 7.401 6.509 -0.699
```

Results
HOMO energy in eV: -11.629
Total charge: +3

Mulliken population analysis, charges in e, atoms 1 to 5: C -1.9064; C 1.5121; C -1.3587; C -0.8543; C -1.0934

***

(2)
Below is 4 unconnected molecules or ions with the total composition C5H21N2O3 at a distorted geometry, with properties calculated with the ωB97M-V functional and the def2-TZVPD basis.

Geometry as XYZ:
```
31
Properties=species:S:1:pos:R:3
C -1.816 0.063 0.030
C -1.774 -1.451 -0.148
C -0.445 -2.183 0.075
C 0.865 -1.489 -0.324
C 0.877 -0.888 -1.746
N 2.043 -1.248 -2.515
N -1.182 0.515 1.303
H -2.861 0.366 0.020
H -1.328 0.587 -0.792
H -2.240 -1.683 -1.105
H -2.494 -1.870 0.568
H -0.325 -2.483 1.120
H -0.617 -3.116 -0.467
H 1.630 -2.246 -0.130
H 1.157 -0.696 0.379
H -0.049 -1.201 -2.249
H 0.639 0.183 -1.619
H 2.807 -1.438 -1.870
H 2.398 -0.495 -3.092
H -1.803 0.996 1.934
H -0.500 1.307 1.268
H -0.650 -0.269 1.662
H 0.355 2.889 -0.087
H 0.063 3.709 1.265
O -0.015 2.860 0.807
H 1.877 2.928 -1.842
H 0.606 3.736 -2.109
O 0.905 2.868 -1.856
H 1.349 0.171 3.621
H 0.100 -0.298 4.387
O 0.428 -0.125 3.514
```

Results
HOMO energy in eV: -11.940
Total charge: +1
Energy relative to the best compared isomer or geometry (same formula, charge and spin) in kcal/mol: 31.19

natural (NBO) population analysis, charges in e, atoms 1 to 5: C -0.2329; C -0.4288; C -0.4223; C -0.4183; C -0.2210

***

Number 1: gap between HOMO and LUMO 2.713 eV, lowest unoccupied orbital energy -8.9 eV. Number 2: gap between HOMO and LUMO 9.152 eV, lowest unoccupied orbital energy -2.8 eV.